Density functional theory data (ωB97M-V/def2-TZVPD) for a cluster of 2 separate species, C5H14N5O in total at a distorted geometry.

- charge = +1
- highest occupied orbital energy (eV) = -12.857
- relative energy (zero: lowest compared OMol25 entry of this formula, charge and spin) (kJ/mol) = 185.8
- orbital gap (Ha) = 0.3075

Last column: natural (NBO) charge in e.
CARTESIAN COORDINATES (ANGSTROEM)
H: -2.19434 -0.08379 2.35491  0.450
C: 2.50100 -1.23839 -0.48461  0.591
H: -1.65320 2.29562 -0.68759  0.250
N: 0.53140 -0.20867 0.01432  -0.018
N: -0.71800 0.34895 -0.20719  -0.457
N: 3.37494 -1.87498 -1.33093  -0.800
H: 4.39283 -1.98790 -1.04142  0.466
H: -4.33333 -1.86697 1.78311  0.200
N: 1.18647 -0.75972 -1.07608  -0.417
H: 0.81702 -0.82231 -2.05656  0.469
H: -2.60174 -2.16010 1.47508  0.155
C: 0.57093 2.44952 -1.21151  -0.673
H: 2.98701 -2.27966 -2.22997  0.442
H: -1.21164 -0.06486 -1.02810  0.389
H: -0.41794 2.22075 0.84879  0.209
H: 0.74096 3.60856 -0.98443  0.260
H: 0.22469 2.32343 -2.32629  0.219
O: -3.04703 -0.48828 2.58853  -0.708
C: 1.25313 -0.22825 1.37240  0.232
C: -3.37664 -1.39327 1.55086  -0.243
H: 0.88065 0.17350 2.41189  0.316
N: 2.56846 -0.91018 0.99540  -0.451
H: 1.61491 1.93950 -1.07227  0.215
C: -0.62957 1.85818 -0.26450  -0.246
H: -3.46097 -0.85069 0.60616  0.150